[1]
Computed, not measured: the molecule C3H4N2O in a non-equilibrium geometry, with ωB97M-V/def2-TZVPD.

Summary:
Energy relative to the best compared isomer or geometry (same formula, charge and spin) in kcal/mol: 95.2
HOMO energy in eV: -10.23
E_LUMO in eV: 0.865
Calculated total energy in eV: -8199.7567
Spin multiplicity: 1
Orbital gap in eV: 11.094
Structure (SMILES): Cc1conn1

Geometry as XYZ:
```
10
Properties=species:S:1:pos:R:3:forces:R:3:mulliken_charge:R:1
C -1.456316 -0.206798 0.057563 1.738 3.824 3.376 -1.0644
C -0.001617 -0.055199 -0.139012 -0.831 -2.140 0.554 0.2849
C 0.953860 0.841403 -0.075286 -0.975 6.644 0.621 0.0812
O 2.088894 0.281868 -0.005652 4.484 1.179 1.400 -0.0616
N 1.960142 -1.036307 0.099037 -3.575 -0.771 -2.931 -0.2622
N 0.682482 -1.179446 -0.188879 2.796 -4.922 2.196 -0.2409
H -1.656256 0.734952 -0.396251 -2.209 1.139 0.519 0.3277
H -1.767217 -0.883267 -0.567688 -1.870 -3.992 -3.304 0.3817
H -1.799757 -0.474858 1.132431 0.717 1.036 -1.858 0.2195
H 0.995786 1.977651 0.083740 -0.276 -1.997 -0.573 0.3342
```
Forces are in eV/Å.

[2]
Computed, not measured: C26H68As4FeN4O2Si3 as an isolated structure, with ωB97M-V/def2-TZVPD.

Summary:
Energy relative to the best compared isomer or geometry (same formula, charge and spin) in kcal/mol: 0.0
HOMO energy (spin up / spin down) in eV: -14.69 / -14.69
<S²>: 1.0893
E_LUMO (spin up / spin down) in eV: -9.500 / -8.191
Net charge: +3
Calculated total energy in eV: -339476.9137
Spin multiplicity: 2
Orbital gap (spin up / spin down) in eV: 5.187 / 6.496

Geometry as XYZ:
```
108
Properties=species:S:1:pos:R:3:forces:R:3:lowdin_spin:R:1
Fe 0.029462 0.090506 -0.254503 -0.565 0.430 0.512 1.2957
C 1.251984 3.515136 -1.967026 -0.097 0.087 0.071 0.0019
As 0.270926 2.546010 -0.603431 0.395 -0.109 0.129 -0.0247
C -1.414998 3.503508 -0.747358 -0.025 -0.063 -0.007 -0.0159
C 0.927901 3.306785 1.076961 -0.049 0.108 -0.051 -0.0002
C 2.237596 2.761341 1.674066 0.006 0.015 0.059 -0.0004
C 3.247454 2.423357 0.574258 0.061 0.028 -0.026 0.0032
C 1.979636 1.518816 2.533148 0.018 -0.070 -0.014 -0.0185
As 1.532199 -0.159160 1.630479 0.009 0.203 -0.207 -0.0752
C 3.240077 -1.010442 1.379904 -0.020 0.025 0.002 -0.0046
C 0.788268 -1.190590 3.095119 0.003 -0.003 -0.053 -0.0185
C 2.879359 3.857615 2.557607 -0.085 -0.007 0.043 -0.0001
As 2.142438 4.648660 4.251994 0.007 -0.127 -0.071 0.0000
C 0.195874 4.338538 4.173109 0.023 0.063 -0.004 0.0000
C 2.556360 3.185418 5.494185 0.028 0.053 0.021 -0.0003
H 0.615369 3.647762 -2.839334 -0.018 0.035 0.061 0.0000
H 2.166552 3.022387 -2.262606 0.155 -0.108 -0.025 -0.0001
H 1.482529 4.495529 -1.550379 0.013 0.004 -0.019 -0.0001
H -1.164704 4.564958 -0.745639 -0.053 -0.010 -0.003 -0.0026
H -2.088406 3.305042 0.084401 0.000 0.000 0.021 0.0000
H -1.915781 3.259058 -1.683156 0.020 -0.002 0.002 0.0001
H 0.112317 3.213052 1.795861 0.021 0.050 0.045 0.0000
H 1.025232 4.378635 0.880112 0.023 -0.043 -0.041 -0.0003
H 2.881980 1.645957 -0.110147 -0.041 0.015 0.042 0.0030
H 4.181147 2.063525 1.011059 -0.003 0.000 -0.011 0.0001
H 3.489803 3.304621 -0.021562 -0.006 0.007 -0.007 0.0002
H 1.190754 1.698372 3.263951 -0.032 0.051 0.006 -0.0001
H 2.885572 1.277771 3.097699 -0.039 -0.016 0.019 -0.0033
H 3.765876 -0.959779 2.333877 0.021 -0.028 -0.026 -0.0016
H 3.806475 -0.480289 0.622729 0.050 0.040 -0.042 -0.0001
H 3.111389 -2.047159 1.085743 -0.042 -0.075 -0.034 0.0000
H 1.595034 -1.323092 3.817008 -0.054 -0.018 0.031 -0.0036
H 0.446843 -2.166772 2.757408 0.013 0.002 -0.027 -0.0001
H -0.025237 -0.658677 3.586970 -0.002 0.015 0.010 0.0000
H 3.077655 4.720650 1.916240 -0.012 -0.013 0.003 0.0000
H 3.863980 3.500683 2.877313 0.001 0.024 0.000 -0.0001
H -0.263330 4.943509 3.392834 -0.013 0.014 -0.019 0.0000
H -0.192998 4.691719 5.128629 -0.007 -0.006 -0.010 0.0000
H -0.095597 3.292658 4.064115 0.016 -0.067 -0.020 0.0000
H 3.627701 2.987689 5.471722 0.006 -0.001 0.011 0.0000
H 2.010454 2.263866 5.300128 -0.032 -0.030 -0.024 -0.0002
H 2.305524 3.526744 6.497919 0.010 -0.004 0.000 0.0000
N -1.416379 0.772853 1.240234 0.027 -0.107 -0.114 -0.0176
C -2.722060 0.395172 0.642239 -0.074 0.054 0.014 -0.0010
C -3.941121 0.538899 1.553048 -0.016 -0.034 -0.036 -0.0004
C -3.972062 -0.241131 2.871093 -0.001 -0.002 -0.033 -0.0001
C -4.080284 -1.763255 2.758601 0.030 -0.067 0.007 0.0000
N -5.215497 -2.209076 1.960987 -0.049 0.033 -0.047 -0.0001
C -6.421799 -2.544666 2.409476 0.020 0.003 -0.004 0.0000
N -6.726388 -2.484991 3.704236 -0.003 0.004 0.006 0.0000
N -7.349896 -2.947047 1.542992 -0.016 0.020 -0.013 0.0000
C -2.520125 -0.986376 0.024449 -0.083 -0.115 -0.156 0.0013
O -3.446383 -1.737983 -0.204761 0.127 0.162 0.128 -0.0052
O -1.278269 -1.243293 -0.292817 -0.049 -0.232 -0.015 0.0106
H -1.295693 0.225488 2.090106 0.071 0.013 -0.014 -0.0010
H -1.433712 1.742748 1.544738 -0.009 0.027 -0.052 0.0003
H -2.881345 1.063036 -0.214524 0.031 -0.046 0.057 -0.0003
H -4.812940 0.271447 0.952208 0.013 0.012 -0.011 -0.0001
H -4.059853 1.600105 1.784153 -0.007 0.008 0.014 0.0001
H -4.832819 0.126486 3.434176 0.017 0.030 0.017 0.0000
H -3.102615 -0.007131 3.493717 0.028 -0.010 0.015 0.0000
H -4.132228 -2.205680 3.753735 -0.003 -0.011 0.003 0.0000
H -3.196958 -2.202416 2.293605 -0.021 0.034 0.028 0.0000
H -5.045467 -2.230924 0.961276 0.041 -0.017 0.030 0.0000
H -6.059504 -2.192263 4.394724 0.001 0.000 -0.004 0.0000
H -7.627985 -2.783590 4.037644 0.001 -0.009 0.002 0.0000
H -7.150080 -3.015934 0.559723 0.004 -0.032 0.004 0.0000
H -8.274183 -3.206160 1.844848 -0.003 0.003 -0.003 0.0000
C 3.301617 -1.618685 -4.668892 0.025 0.011 0.035 -0.0070
Si 3.366630 -1.020356 -2.911750 -0.026 -0.034 0.115 -0.0081
C 4.386295 -2.146130 -1.827597 -0.067 0.016 0.007 0.0008
C 3.980387 0.740207 -2.820491 0.070 -0.083 -0.141 0.0004
As 1.063258 -1.069700 -2.075849 0.106 -0.258 -0.410 -0.0869
Si -0.251477 -0.338981 -3.993393 0.137 -0.029 0.053 -0.0073
C -0.264340 -1.713751 -5.244153 -0.034 0.053 0.005 -0.0055
C -1.949176 0.087999 -3.343532 0.049 0.000 0.083 -0.0006
C 0.599423 1.178763 -4.655890 -0.035 -0.013 0.047 0.0006
Si 0.427213 -3.425986 -1.845554 0.086 0.014 0.035 -0.0022
C -1.350395 -3.748994 -2.282385 0.093 0.028 -0.099 0.0018
C 1.555992 -4.326753 -3.020659 -0.049 -0.017 0.017 -0.0039
C 0.792356 -3.864407 -0.065024 0.012 0.096 -0.040 0.0005
H 4.335242 -1.605023 -5.028910 0.018 -0.009 -0.016 -0.0012
H 2.729509 -0.959175 -5.318406 0.004 0.024 -0.027 0.0000
H 2.931481 -2.635625 -4.779892 0.023 0.001 0.013 0.0000
H 5.251595 -2.499862 -2.392831 0.001 0.012 -0.065 0.0001
H 3.849238 -3.026137 -1.474737 0.012 0.013 0.026 0.0000
H 4.775381 -1.606876 -0.966588 0.034 -0.009 0.065 0.0000
H 5.025440 0.752662 -2.504504 0.028 -0.017 -0.017 0.0001
H 3.416642 1.328293 -2.108181 -0.072 0.139 0.168 -0.0001
H 3.926620 1.236644 -3.790132 -0.039 0.002 -0.017 0.0000
H -0.610020 -2.667994 -4.855797 -0.011 -0.004 -0.001 0.0000
H 0.716862 -1.862581 -5.691154 0.015 0.006 -0.015 0.0000
H -0.946741 -1.423247 -6.047969 -0.010 0.012 -0.025 -0.0009
H -2.460385 -0.775457 -2.918476 -0.017 -0.059 0.029 0.0000
H -2.566798 0.482300 -4.152913 -0.013 0.008 -0.033 0.0000
H -1.883229 0.866272 -2.574611 -0.019 0.018 0.001 -0.0009
H 1.615217 0.975924 -4.992678 0.031 -0.013 -0.006 0.0000
H 0.647758 1.961656 -3.900914 0.004 -0.038 -0.066 0.0000
H 0.047509 1.573981 -5.511671 -0.040 -0.010 -0.018 0.0001
H -1.597581 -3.488774 -3.309976 -0.010 -0.010 0.004 0.0000
H -2.047092 -3.248885 -1.621652 -0.108 0.056 0.127 0.0003
H -1.501956 -4.828517 -2.187240 0.019 -0.019 0.014 0.0004
H 1.405834 -4.012664 -4.053291 -0.033 -0.008 -0.019 0.0000
H 1.314060 -5.391710 -2.975681 -0.009 -0.032 0.025 -0.0006
H 2.611709 -4.223108 -2.774212 0.002 -0.013 -0.027 0.0000
H 0.338523 -3.140305 0.613346 -0.008 0.000 0.009 0.0002
H 1.867370 -3.906716 0.111586 0.063 0.017 0.049 0.0000
H 0.385004 -4.846539 0.181342 -0.014 -0.042 -0.053 0.0000
```
Forces are in eV/Å.

What did the first record say?
Computed, not measured: the molecule C3H4N2O in a non-equilibrium geometry, with ωB97M-V/def2-TZVPD.

Summary:
Energy relative to the best compared isomer or geometry (same formula, charge and spin) in kcal/mol: 95.2
HOMO energy in eV: -10.23
E_LUMO in eV: 0.865
Calculated total energy in eV: -8199.7567
Spin multiplicity: 1
Orbital gap in eV: 11.094
Structure (SMILES): Cc1conn1

Geometry as XYZ:
```
10
Properties=species:S:1:pos:R:3:forces:R:3:mulliken_charge:R:1
C -1.456316 -0.206798 0.057563 1.738 3.824 3.376 -1.0644
C -0.001617 -0.055199 -0.139012 -0.831 -2.140 0.554 0.2849
C 0.953860 0.841403 -0.075286 -0.975 6.644 0.621 0.0812
O 2.088894 0.281868 -0.005652 4.484 1.179 1.400 -0.0616
N 1.960142 -1.036307 0.099037 -3.575 -0.771 -2.931 -0.2622
N 0.682482 -1.179446 -0.188879 2.796 -4.922 2.196 -0.2409
H -1.656256 0.734952 -0.396251 -2.209 1.139 0.519 0.3277
H -1.767217 -0.883267 -0.567688 -1.870 -3.992 -3.304 0.3817
H -1.799757 -0.474858 1.132431 0.717 1.036 -1.858 0.2195
H 0.995786 1.977651 0.083740 -0.276 -1.997 -0.573 0.3342
```
Forces are in eV/Å.

Among the records above, which one has the highest energy relative to the best compared isomer or geometry (same formula, charge and spin)? C3H4N2O